# C21H34FN2O3

2 unconnected molecules or ions with the total composition C21H34FN2O3 (ωB97M-V/def2-TZVPD, the Open Molecules 2025 dataset).

Geometry (Å):
C  1.6961  -1.4044  2.4482
C  1.8837  -0.2217  1.3767
C  3.3083  0.1740  0.9121
C  3.4603  1.3102  -0.1655
C  2.1871  2.0238  -0.7517
C  2.2698  3.1701  -1.8936
C  3.7650  3.6768  -2.1819
C  1.7710  2.4263  -3.2610
C  0.7316  1.6337  -0.2868
O  -0.3723  2.3049  -0.8972
C  -1.3161  2.8126  0.0603
C  -2.8610  2.5910  -0.3681
F  -3.4238  1.9713  0.8260
N  -3.7329  3.7930  -0.5362
C  -4.7988  3.5638  -1.3129
C  -4.7840  2.0138  -1.8187
C  -3.1970  1.7755  -1.6984
N  -2.6944  2.4583  -2.9508
C  -2.6010  0.2878  -1.7684
C  -3.8777  -0.8147  -1.4212
C  -4.1782  -1.0174  0.2141
O  -3.4661  -2.0893  -0.7210
C  0.6439  0.5039  0.7745
H  2.1026  -2.4231  2.0780
H  2.3229  -1.1228  3.3700
H  0.5783  -1.4970  2.6617
H  4.2483  -0.3269  1.3136
H  4.5068  1.5973  -0.5477
H  1.5786  4.0346  -1.6171
H  3.7223  4.2515  -3.1867
H  4.1602  4.4282  -1.4158
H  4.4452  2.7799  -2.3622
H  0.6611  2.1501  -3.2133
H  2.3468  1.4230  -3.2787
H  2.0726  3.0036  -4.1971
H  -1.1704  3.9626  0.1250
H  -1.2006  2.4236  1.1243
H  -3.6600  4.7567  -0.1782
H  -5.6426  4.2702  -1.6169
H  -4.9920  1.9408  -2.9418
H  -5.4819  1.3874  -1.1446
H  -1.7949  2.0361  -3.2525
H  -2.4647  3.4467  -2.7680
H  -1.8908  0.1122  -0.8923
H  -2.1939  -0.0224  -2.7851
H  -4.8210  -0.8230  -2.1639
H  -5.2892  -1.2255  0.3280
H  -3.4839  -0.5423  0.9768
H  -0.3891  0.1670  1.1329
C  3.8639  -6.4704  3.2620
C  2.6658  -5.5758  3.5382
C  1.3953  -6.3919  3.7165
O  2.4953  -4.6629  2.4541
H  3.7200  -7.0419  2.3394
H  4.7675  -5.8703  3.1246
H  4.0311  -7.1711  4.0838
H  2.8503  -4.9817  4.4375
H  1.1661  -6.9608  2.8096
H  0.5406  -5.7359  3.9028
H  1.4887  -7.0903  4.5518
H  2.3312  -5.1789  1.6530

The calculation puts the LUMO energy at -5.132 eV. The net charge is +1. The calculation puts the HOMO-LUMO gap at 5.28 eV. The calculation puts the HOMO energy at -10.4 eV.



# C2H4N2O

C2H4N2O in the gas phase (ωB97M-V/def2-TZVPD, the Open Molecules 2025 dataset).

Geometry (Å):
C  1.6004  -0.0852  0.0588
C  0.1178  0.1204  -0.1638
N  -1.5936  -1.1838  0.2931
N  -0.6289  -1.0891  -0.4922
O  2.1664  -1.1381  0.0407
H  2.1716  0.7901  0.3996
H  -0.3747  0.5672  0.7391
H  -0.0939  1.0240  -0.9143
H  -2.2760  -1.9609  0.2541

Its SMILES is [H]/N=N/CC=O. The calculation puts the LUMO energy at 0.457 eV. The calculation puts the HOMO-LUMO gap at 9.85 eV. The calculation puts the HOMO energy at -9.4 eV.



# C4H8O2

C4H8O2 in the gas phase (ωB97M-V/def2-TZVPD, the Open Molecules 2025 dataset).

Geometry (Å):
C  1.6642  -0.5192  -0.9860
O  0.4223  0.1659  -0.9687
C  -0.5483  -0.4390  -0.1734
C  -0.4213  -0.1016  1.2951
C  -1.4904  0.5487  0.4526
O  -1.4227  1.8979  0.1205
H  1.5651  -1.5075  -1.4579
H  2.0760  -0.6507  0.0264
H  2.3754  0.0692  -1.5796
H  -0.8868  -1.4250  -0.4978
H  0.4679  0.4906  1.4168
H  -0.6911  -0.8028  2.0865
H  -2.5281  0.2526  0.6055
H  -0.5823  2.0209  -0.3399

Its SMILES is CO[C@H]1C[C@H]1O. The calculation puts the LUMO energy at 1.014 eV. The calculation puts the HOMO-LUMO gap at 10.45 eV. The calculation puts the HOMO energy at -9.4 eV.



The highest LUMO energy belongs to which entry?
C4H8O2



Which value of HOMO energy does entry 2 give?
-9.4 eV



Look up the HOMO energy of the third one.
-9.4 eV